Entry 1:
C28H46Cl8O10 | ωB97M-V/def2-TZVPD

Geometry as XYZ:
```
92
Properties=species:S:1:pos:R:3:lowdin_charge:R:1
Cl -4.3188 -1.9571 0.8629 0.6264
Cl -1.4945 3.7685 1.2342 0.5535
Cl -1.8600 0.0403 -3.7350 0.6040
Cl -2.8797 -4.7308 0.2704 0.5633
Cl -0.6557 -0.0509 1.8813 0.6044
Cl 0.4968 6.6732 1.7627 0.5518
Cl 0.9659 -1.1864 -0.9903 0.6260
Cl -0.9431 -0.5030 -7.1048 0.5416
O 3.3044 1.5740 3.4552 0.0346
O 2.9727 -7.8747 0.9572 0.1321
O -2.4989 -3.0321 6.7512 0.0825
O 2.8164 3.5050 -1.5908 0.0412
O 1.0849 -6.8741 0.4525 0.0172
O -3.8601 2.8219 -4.7081 0.0503
O -3.0395 -3.1455 4.6126 0.0504
O -3.7438 5.0144 -4.0145 0.0555
O 4.9535 1.8858 4.9761 0.0640
O 0.7329 3.0931 -2.3801 0.0317
C 1.6172 -4.6310 0.3819 -0.1371
C -3.1153 5.7979 -3.0472 -0.1605
C 1.9586 1.1522 3.2817 -0.1891
C -4.2179 -2.5112 -0.7887 -0.6506
C 3.7964 1.5286 4.6504 -0.4829
C 0.2379 0.3530 -0.7160 -0.7184
C 0.2113 4.1662 0.6850 -0.5975
C 1.0677 5.0025 1.6448 -0.6441
C 1.8206 0.2426 4.5019 -0.1526
C -2.7898 4.7879 -1.9416 -0.1607
C 2.9539 -5.4880 0.3972 -0.0386
C -2.8939 -3.2734 -0.8993 -0.5548
C -0.9486 -3.5326 3.6552 -0.1720
C -1.6992 -1.6444 -5.9713 -0.6518
C -3.4943 3.7259 -3.9236 -0.4527
C -0.7362 -2.9142 4.9915 -0.0839
C -2.3552 -3.0418 3.3691 -0.2240
C -1.0476 0.3024 0.1311 -0.5599
C -1.2353 -1.4446 -4.4914 -0.6415
C 1.9872 3.0681 -2.5186 -0.4420
C 0.5170 -5.6372 0.0278 -0.1691
C 2.7558 2.5560 -3.7321 -0.0498
C 2.7570 0.8865 5.5459 -0.0608
C 4.2220 3.4893 -2.0686 -0.1066
C 2.4112 -6.8705 0.6594 -0.5109
C 4.2410 2.7766 -3.3965 -0.1533
C -2.1334 -2.9910 5.5710 -0.4657
C -2.5337 3.4877 -2.7465 -0.0862
H 0.9179 1.0480 -0.2234 0.0528
H -2.7813 2.5300 -2.2888 0.0985
H 0.7794 0.0987 4.7905 0.0981
H 4.8614 1.8891 -3.2712 0.1155
H -2.7858 -1.5698 -6.0146 0.0688
H -0.2536 -3.1571 2.9042 0.1009
H 1.0633 4.5897 2.6536 0.0616
H 2.3810 3.0568 -4.6248 0.1318
H 0.1398 4.5268 -0.3411 0.0483
H -2.1494 6.2169 -3.3293 0.1311
H 0.0245 0.7777 -1.6969 0.0195
H -1.6731 -2.2848 -3.9524 0.0533
H -2.3254 -1.9820 3.1160 0.0736
H 1.6077 -3.7938 -0.3161 0.0549
H -2.7922 -3.7207 2.6369 0.0459
H 2.4784 1.5060 -3.8253 0.1261
H 0.7088 3.1980 0.6284 0.0417
H -3.6193 4.5347 -1.2814 0.1132
H 3.5041 -5.4982 -0.5437 0.1240
H -2.7928 -3.8124 -1.8413 0.0567
H -1.0111 -4.6203 3.6860 0.1326
H -3.7367 6.5601 -2.5771 0.1316
H -0.3811 -5.3985 0.5973 0.0570
H -1.4061 -2.6274 -6.3399 0.0650
H 4.5943 4.4723 -2.3570 0.1264
H 2.2938 1.6375 6.1859 0.1288
H -1.9722 5.1258 -1.3048 0.0790
H -0.1462 -1.4815 -4.5164 0.0652
H -0.0062 -3.5505 5.4919 0.1328
H -1.5521 3.3650 -3.2043 0.1006
H 3.6031 -5.1038 1.1840 0.1203
H -1.7746 -0.4801 -0.0865 0.0258
H -2.0262 -2.6349 -0.7336 0.0440
H -1.4999 1.2938 0.1073 0.0233
H 3.1746 0.1142 6.1919 0.1259
H 0.3708 -5.7426 -1.0472 0.1272
H 1.3038 2.0230 3.2507 0.1132
H 4.7354 3.3843 -4.1544 0.1146
H 2.2829 -0.7119 4.2500 0.1226
H -4.3150 -1.5880 -1.3599 0.0672
H 4.8522 2.9847 -1.3362 0.1306
H 2.0882 5.1663 1.2987 0.0668
H -4.9836 -3.2196 -1.1049 0.0787
H -0.4534 -1.8629 5.0442 0.1137
H 1.8969 0.6074 2.3396 0.0811
H 1.3874 -4.2310 1.3694 0.0965
```

Results
**Largest force on an atom**: 4.6 eV Å⁻¹
**Relative energy (zero: lowest compared OMol25 entry of this formula, charge and spin)**: 33.0 kcal/mol
**Lowest unoccupied orbital energy**: -0.0074 hartree
**Charge**: 0
**Electronic energy**: -5528.438677 a.u.
**Structure (SMILES)**: O=C1CCCO1.O=C1CCCO1.O=C1CCCO1.O=C1CCCO1.O=C1CCCO1.ClCCCl.ClCCCl.ClCCCl.ClCCCl
**Orbital gap**: 9.77 eV

Entry 2:
C28H47BeBrNO3P3 | ωB97M-V/def2-TZVPD

Geometry as XYZ:
```
84
Properties=species:S:1:pos:R:3:lowdin_charge:R:1
Br 1.8193 1.1041 -7.1563 0.8043
P -0.5807 -0.8062 1.7720 0.9930
P 2.1223 -1.4056 -0.0395 0.7917
P 0.4769 2.0096 0.1959 1.0082
O 3.4083 -0.8276 -0.8221 -0.3222
O 2.6229 -1.5399 1.4973 -0.3227
O 1.9872 -2.9447 -0.5247 -0.2701
N -5.4473 -2.2941 -0.5854 0.1001
C 0.4145 -0.5964 3.3214 -0.3638
C -3.2573 -0.7953 2.8303 -0.1137
C 2.5473 3.7937 -0.7530 -0.1193
C -0.1773 -0.0309 -5.4448 -0.0802
C 1.0604 0.6213 -5.4743 -0.6467
C -0.4980 -0.4712 -1.7154 -0.1303
C 2.2374 2.5279 0.0407 -0.3748
C -3.8974 -0.4782 -0.8389 -0.0029
C 3.9688 -1.2664 1.9288 -0.0592
C -5.1776 -0.9859 -0.6066 -0.0975
C -0.8656 4.3135 -0.9490 -0.1213
C -2.1788 0.0365 2.1399 -0.3596
C -3.1359 -2.7684 -1.0544 0.0001
C -2.8298 -1.3920 -0.9663 -0.2378
C 1.7769 0.9309 -4.3219 -0.0992
C 1.2649 0.4959 -3.1028 -0.0637
C 1.5609 -3.2775 -1.8751 -0.0687
C -0.1116 2.7961 1.7554 -0.3753
C -0.4689 2.8511 -1.1475 -0.3632
C 4.1067 -1.3168 -1.9921 -0.0502
C 0.5083 4.1354 2.1514 -0.1139
C -1.4885 -0.9189 -1.0383 0.0366
C -4.4592 -3.1648 -0.8198 -0.0915
C -0.7177 -0.3864 -4.2098 0.0181
C -0.9292 -2.6143 1.7105 -0.3526
C -0.3198 -0.5557 4.6568 -0.1135
C 0.0100 -0.1378 -3.0212 -0.2420
C -1.1337 -3.3442 3.0372 -0.1146
Be 0.3479 -0.1964 -0.1344 -0.1122
H 2.4213 -3.6756 -2.4263 0.1010
H 1.1482 -1.4133 3.3121 0.0748
H -1.0594 0.2495 4.7090 0.0756
H 0.9900 0.3307 3.1769 0.0694
H -0.8086 -1.5092 4.8919 0.0655
H -1.7977 -2.7389 1.0501 0.0550
H -4.1588 -0.1810 2.9653 0.0947
H -1.3746 2.2395 -1.2867 0.0754
H 0.0581 2.0582 2.5558 0.0501
H 2.2053 4.7047 -0.2403 0.0749
H 1.5999 4.0929 2.2244 0.0720
H -1.3419 -4.4045 2.8413 0.0932
H 4.9060 -2.0069 -1.6927 0.1083
H -2.5490 0.3947 1.1685 0.0527
H 1.8521 0.6794 -2.1973 0.0781
H -2.9505 -1.1242 3.8328 0.0672
H -1.9916 -2.9592 3.6008 0.0603
H 0.2268 4.9487 1.4691 0.0710
H 2.6111 2.6308 1.0697 0.0834
H -0.2444 -3.3036 3.6731 0.0771
H 4.0174 -1.6559 2.9514 0.1035
H -1.6999 -0.8508 -4.1377 0.1303
H 4.5408 -0.4340 -2.4986 0.1079
H 0.4102 -0.3742 5.4581 0.0954
H -3.7441 0.5932 -0.9582 0.1239
H 0.1209 2.7313 -2.0674 0.0738
H 2.7061 1.4854 -4.3813 0.1127
H 2.7659 1.6624 -0.3933 0.0491
H -1.9492 0.9291 2.7393 0.0716
H 2.1276 3.7795 -1.7659 0.0731
H 0.0009 4.9835 -0.8755 0.0683
H -1.4422 4.6343 -1.8278 0.0917
H -0.7079 -0.2434 -6.3700 0.1192
H -1.2013 2.9052 1.6519 0.0857
H -0.0706 -3.0484 1.1727 0.0736
H 3.6373 3.8830 -0.8557 0.0900
H 0.1269 4.4101 3.1441 0.0931
H 4.1818 -0.1866 1.9417 0.0980
H -2.3867 -3.5002 -1.3441 0.1253
H 4.6917 -1.8095 1.2918 0.1029
H 3.4416 -1.8062 -2.7115 0.0712
H -4.7208 -4.2212 -0.8238 0.1240
H 1.1257 -2.4211 -2.4220 0.0741
H -3.5567 -1.6686 2.2374 0.0747
H 0.7920 -4.0451 -1.7900 0.0980
H -6.0102 -0.3016 -0.4348 0.1257
H -1.5064 4.4571 -0.0722 0.0741
```

Results
**Largest force on an atom**: 5.3 eV Å⁻¹
**Relative energy (zero: lowest compared OMol25 entry of this formula, charge and spin)**: 0.0 kcal/mol
**Lowest unoccupied orbital energy**: -0.2646 hartree
**Charge**: +2
**Electronic energy**: -4987.937681 a.u.
**Orbital gap**: 6.82 eV

Entry 3:
C28H47BrF6NO9S2SiTa | ωB97M-V/def2-TZVPD

Geometry as XYZ:
```
96
Properties=species:S:1:pos:R:3:lowdin_charge:R:1
Ta -0.5845 -0.1377 0.0616 1.3921
Br -0.0974 -0.5757 -2.2890 0.4731
S -1.4059 1.9619 1.2337 0.6694
S -2.2903 -0.3997 2.2483 1.1286
Si 2.8351 -0.2383 0.2190 0.0793
F -2.8259 0.7193 4.5943 0.1872
F -2.7163 4.0022 0.2566 0.2115
F -2.6352 3.8886 2.4205 0.2091
F -0.8805 4.4699 1.2985 0.2183
F -0.7342 0.3227 4.2516 0.1817
F -2.0837 -1.3086 4.6931 0.1669
O 1.1658 -0.0291 0.2551 -0.3579
O 3.5297 0.7916 -0.7989 -0.0692
O 2.9487 -1.7835 -0.2346 -0.0912
O -1.2644 1.5993 -0.2194 -0.3821
O -0.8415 -0.7067 1.8792 -0.5213
O 3.5429 -0.0931 1.6511 -0.0683
O -0.4799 -2.3196 -0.0250 -0.0474
O -2.4331 -0.7536 -0.1599 -0.2672
O -0.1110 1.8142 1.8167 -0.2402
N -2.5544 1.1442 1.8477 -0.3587
C -1.9676 3.7423 1.3024 -0.6772
C -1.7181 -4.3673 -0.2044 -0.0174
C 4.0858 -2.6699 -0.3338 -0.6108
C 3.8681 0.3946 3.9602 -0.0143
C 3.3941 0.7058 -3.2237 -0.0183
C -5.5291 -4.5107 -0.3596 -0.5349
C 0.3680 -5.0468 1.0369 -0.0063
C 3.6826 -3.7999 -1.2639 -0.0201
C 5.2978 -1.9267 -0.9115 -0.0095
C 4.7799 2.3760 -2.0226 -0.0144
C 2.2711 2.5382 -1.9092 -0.0179
C -1.5597 -2.9101 -0.1400 -0.1731
C -0.9329 -6.7498 -0.2403 -0.0399
C -2.9997 -4.8110 -0.2918 0.1061
C -0.5190 -5.2800 -0.2100 -0.5167
C 3.1551 2.2040 2.3801 -0.0163
C -2.7476 -2.0244 -0.2291 -0.2621
C 3.4691 1.5987 -1.9793 -0.6161
C -3.9928 -2.5393 -0.3142 0.0900
C 5.4557 1.2330 2.2245 -0.0088
C -1.9591 -0.1325 4.1013 -0.7326
C -6.3121 -3.9500 0.8572 -0.0009
C 4.4363 -3.1930 1.0572 -0.0111
C -6.2120 -4.0100 -1.6630 0.0045
C -4.1503 -3.9516 -0.3270 -0.0171
C -5.5835 -6.0384 -0.3284 -0.0380
C 0.2917 -4.9668 -1.4973 -0.0086
C 3.9874 0.9467 2.5405 -0.6187
H -0.3389 -5.0712 -2.3830 0.1038
H 3.3416 -3.4008 -2.2206 0.0963
H -1.4985 -6.9939 -1.1420 0.1001
H -6.4211 -2.8668 0.8180 0.0872
H 2.4190 3.2820 -1.1234 0.0909
H -1.5204 -7.0239 0.6386 0.1019
H -5.6796 -4.3794 -2.5399 0.1040
H 2.8332 0.1073 4.1576 0.0831
H 1.1828 -5.7687 1.0154 0.1026
H -0.0358 -7.3659 -0.2424 0.1038
H 4.5046 -0.4805 4.0842 0.0903
H 0.7930 -4.0478 1.0628 0.0737
H -6.6242 -6.3549 -0.3523 0.1038
H 1.3582 1.9801 -1.6970 0.0321
H -0.2037 -5.2179 1.9518 0.0999
H 5.2446 -3.9198 0.9893 0.0985
H 5.0662 -1.5831 -1.9190 0.0803
H 5.5538 1.5642 1.1890 0.0819
H 4.8843 2.9941 -1.1293 0.0878
H 3.5620 -3.6714 1.5054 0.0833
H 6.1587 -2.5915 -0.9504 0.1009
H 0.7081 -3.9621 -1.4823 0.0681
H -6.2616 -2.9233 -1.7169 0.0885
H 2.8663 -4.3718 -0.8184 0.0550
H -7.2294 -4.3967 -1.6809 0.1087
H 5.6206 1.6840 -2.0605 0.0939
H -5.8125 -4.2216 1.7882 0.1016
H -5.1408 -6.4461 0.5823 0.1016
H 2.5246 0.0544 -3.1810 0.0283
H 6.0626 0.3384 2.3625 0.0925
H 2.1494 3.0561 -2.8594 0.0998
H 4.1731 1.1560 4.6771 0.0957
H -7.3077 -4.3891 0.8540 0.1073
H -5.0893 -6.4802 -1.1954 0.1004
H -3.1697 -5.8757 -0.3303 0.1053
H 5.5369 -1.0664 -0.2855 0.0824
H -4.8408 -1.8738 -0.3874 0.1469
H 4.8178 3.0187 -2.9018 0.0988
H 4.7454 -2.3720 1.7013 0.0785
H 3.3221 1.3304 -4.1138 0.0981
H 3.4573 2.9572 3.1054 0.1027
H 5.8273 2.0116 2.8901 0.0978
H 2.1069 1.9669 2.5297 0.0600
H 1.1007 -5.6910 -1.5725 0.1009
H 4.2958 0.1016 -3.3018 0.0817
H 3.2783 2.6074 1.3708 0.0847
H 4.5276 -4.4648 -1.4356 0.1010
```

Results
**Largest force on an atom**: 6.9 eV Å⁻¹
**Relative energy (zero: lowest compared OMol25 entry of this formula, charge and spin)**: 2.0 kcal/mol
**Lowest unoccupied orbital energy**: -0.3563 hartree
**Charge**: +2
**Electronic energy**: -6142.803129 a.u.
**Orbital gap**: 4.61 eV

Entry 4:
C28H47N7O4 | ωB97M-V/def2-TZVPD

Geometry as XYZ:
```
86
Properties=species:S:1:pos:R:3:lowdin_charge:R:1
O 0.6808 -1.9046 0.0776 -0.0065
O -1.0690 1.9769 3.6531 0.0060
O -0.7959 1.8085 -0.2247 -0.0871
O -3.2394 -0.9156 -3.1968 0.0509
N -1.7017 0.6655 2.3619 -0.0044
N 0.8880 0.3463 -0.2196 0.0550
N 4.2651 1.5227 0.6555 -0.0699
N 3.6227 1.0787 2.7981 0.0345
N -2.1001 -3.8398 0.3879 -0.0313
N 0.9545 -3.3955 -1.5965 0.0870
N -3.6071 0.3698 -4.8843 0.0194
C -0.3695 0.6499 -0.4469 -0.4310
C -0.0812 -4.3885 -1.0860 -0.0263
C -3.3415 -0.6571 1.5476 -0.1238
C -1.2537 -0.4949 -0.9623 -0.1032
C -1.3206 3.0300 3.1064 -0.3949
C -3.6277 -3.1223 -1.0192 -0.0669
C 5.7733 1.8424 2.9312 -0.0492
C -2.9479 -1.1884 2.7255 -0.1296
C 4.4295 2.1886 2.8158 -0.2009
C -2.5262 0.4769 1.3207 -0.1353
C 4.3837 0.3146 -1.1796 -0.1146
C 4.4428 0.2431 0.2061 -0.1514
C -3.3001 -4.1299 -0.1550 -0.1422
C 5.8276 0.5170 2.6055 -0.0722
C -2.7398 1.4328 -2.8310 0.0169
C 1.1934 -2.1963 -0.9881 -0.4681
C -2.2328 4.0140 3.7252 -0.0043
C -2.5818 -2.1801 -1.0297 -0.1879
C 4.4883 0.0448 2.6749 -0.1263
C -1.6262 -2.6154 -0.1264 -0.1812
C -4.1930 -0.6536 -5.8625 -0.0215
C -1.9939 -0.3343 3.2934 -0.0853
C -0.4803 3.3189 1.7988 0.0023
C 2.2728 -1.3518 -1.6501 -0.0046
C -3.2318 0.1971 -3.6268 -0.5441
C 4.0456 1.6546 -1.5752 -0.0696
C 1.7773 1.2251 0.6571 -0.0007
C 3.8544 2.3351 -0.4044 -0.1509
H 4.8055 -0.5436 0.8511 0.0946
H 4.1724 -0.9873 2.6390 0.1352
H -1.0657 -4.1313 -1.4769 0.0715
H 3.7603 2.0719 -2.5295 0.0995
H -3.1648 4.1606 3.1793 0.0901
H -4.7340 -0.1565 -6.6677 0.0719
H -3.3768 -1.2393 -6.2854 0.0787
H -0.2124 -4.2513 -0.0126 0.0723
H -3.2777 -2.1473 3.0972 0.0915
H -2.4854 1.2180 0.5362 0.1011
H -3.7505 1.3383 -5.1324 0.1174
H -4.4929 -3.0401 -1.6603 0.0940
H 4.3237 1.8538 1.6078 -0.0700
H 2.1381 2.0195 0.0037 0.0739
H -2.0396 -0.7950 -0.2692 0.0525
H -0.2124 4.3466 1.5538 0.0878
H 1.1925 1.5480 1.5184 0.0586
H -0.6404 -1.3217 -1.3206 0.0927
H -3.1534 2.3562 -3.2364 0.0778
H 1.7060 -3.8452 -2.0995 0.1336
H -2.5753 3.6934 4.7090 0.0912
H -1.0038 3.1023 0.8676 0.0614
H -0.6577 -2.2419 0.1718 0.0341
H -4.9695 -1.2290 -5.3585 0.0788
H 4.4560 -0.5595 -1.8097 0.0798
H 6.5531 2.5422 3.1933 0.1173
H 2.6145 1.0592 2.7407 0.1491
H 0.4140 2.6960 1.7770 0.0307
H -1.6874 -4.3902 1.1274 0.1478
H 3.2720 -1.5781 -1.2779 0.0717
H -1.7654 4.9980 3.6896 0.0867
H -1.4458 -0.3801 4.2229 0.0955
H -3.7656 -5.0670 0.1123 0.1029
H -2.5843 -1.2519 -1.5818 0.0449
H 2.3117 -1.6173 -2.7066 0.1047
H 2.2265 -0.2629 -1.6375 0.0776
H 3.7054 3.3927 -0.2438 0.1300
H -3.0064 1.4152 -1.7742 0.0815
H 1.1800 -0.5923 -0.4518 0.0116
H 3.9035 3.1318 2.8040 0.1483
H 6.6877 -0.1353 2.5741 0.1149
H -1.6869 -0.1955 -1.9167 0.0572
H -0.0781 -5.4127 -1.4590 0.0942
H -4.2054 -0.9749 0.9827 0.1049
H 2.6782 0.7227 1.0092 0.0581
H -1.6511 1.4595 -2.7850 0.0826
H -0.9510 1.3358 2.4475 0.0310
```

Results
**Largest force on an atom**: 7.0 eV Å⁻¹
**Lowest unoccupied orbital energy**: 0.0176 hartree
**Charge**: 0
**Electronic energy**: -1778.667622 a.u.
**Orbital gap**: 6.95 eV